Here is C17H42Hg2N2O11 as an isolated structure in a non-equilibrium geometry from the OMol25 dataset. Energies are from wB97M-V/def2-TZVPD.

Geometry as XYZ:
```
74
Properties=species:S:1:pos:R:3:lowdin_charge:R:1
Hg 2.2939 0.2188 0.8358 1.3552
Hg -0.8568 -1.0293 -2.4722 1.3702
C -0.2389 -0.2878 0.1251 -0.8507
O 0.0477 0.1814 1.2522 -0.0848
O -1.2867 -0.9418 -0.2107 -0.0855
O 0.7107 -0.2539 -0.8134 -0.2350
C -5.6056 -2.1123 1.9812 -0.2378
C -4.7522 -1.5060 0.8837 -0.2459
O -3.6992 -2.4093 0.5414 -0.0806
O -6.5289 -1.1675 2.5204 -0.0596
H -4.9620 -2.3879 2.8168 0.1235
H -6.1070 -3.0073 1.6098 0.1270
H -4.3130 -0.5414 1.1708 0.0968
H -5.3463 -1.2616 -0.0100 0.1195
H -2.8822 -1.9056 0.5307 0.0206
H -7.3471 -1.2424 2.0193 0.0877
C -2.8382 2.6850 1.8703 -0.2106
C -2.6633 1.6571 2.9625 -0.2193
O -1.2806 1.4711 3.2576 -0.0884
O -2.3639 2.1887 0.6012 -0.0925
H -2.3655 3.6096 2.2065 0.1206
H -3.8911 2.9208 1.6808 0.1231
H -3.0706 0.7039 2.5855 0.1111
H -3.1003 1.9081 3.9260 0.1329
H -0.8347 1.0901 2.4849 0.0127
H -2.4162 1.2266 0.6515 0.0447
C 0.4941 -3.9416 -1.3844 -0.0616
O 0.3609 -2.9967 -2.4307 -0.3144
C 1.2780 -3.1956 -3.5268 -0.1624
C 1.0436 -2.1247 -4.6010 -0.1661
N 0.8608 -0.8188 -3.9494 -0.1238
C 0.4688 0.2698 -4.8886 -0.1524
C -0.0916 1.4946 -4.1464 -0.1822
O -1.0820 1.1172 -3.1932 -0.3160
C -2.1008 2.1301 -2.9925 -0.0173
H 0.7183 -4.9609 -1.7017 0.1072
H -0.4634 -3.9808 -0.8633 0.1052
H 1.2370 -3.6633 -0.6327 0.0828
H 1.2234 -4.2205 -3.8910 0.1401
H 2.2825 -3.0848 -3.0979 0.1349
H 0.1894 -2.4597 -5.1910 0.1365
H 1.9145 -2.1403 -5.2616 0.1405
H 1.7637 -0.5405 -3.5754 0.1406
H -0.2334 -0.0574 -5.6566 0.1353
H 1.3722 0.5165 -5.4566 0.1398
H -0.5576 2.0936 -4.9305 0.1337
H 0.7345 2.0693 -3.7200 0.1356
H -2.9675 1.6229 -2.5697 0.1014
H -2.3825 2.6224 -3.9177 0.1028
H -1.7617 2.8132 -2.2131 0.0931
C 0.8235 3.3039 0.0170 -0.0550
O 1.8485 2.6260 0.7285 -0.2981
C 2.6057 3.4156 1.6435 -0.1776
C 3.6513 2.4833 2.2020 -0.1794
N 3.0282 1.2668 2.7859 -0.0946
C 3.9934 0.3488 3.3608 -0.1919
C 3.4892 -1.0691 3.4524 -0.1610
O 3.1466 -1.5412 2.1304 -0.3088
C 3.6933 -2.8195 1.8142 -0.0590
H 0.4281 2.6174 -0.7363 0.0738
H 1.2222 4.1489 -0.5485 0.1048
H -0.0193 3.5492 0.6630 0.0969
H 1.9874 3.8516 2.4349 0.1468
H 3.0694 4.2406 1.0975 0.1414
H 4.3383 2.9624 2.9041 0.1416
H 4.3011 2.1850 1.3714 0.1226
H 2.1440 1.4740 3.2446 0.1504
H 4.5229 0.6425 4.2749 0.1466
H 4.8371 0.3570 2.6555 0.1342
H 2.5727 -1.1204 4.0488 0.1459
H 4.2362 -1.7177 3.9044 0.1384
H 4.7773 -2.8029 1.6817 0.1069
H 3.1362 -3.2634 0.9968 0.0801
H 3.5632 -3.5101 2.6565 0.1065
```

As for the charge: +2. The value obtained for the relative energy (zero: lowest compared OMol25 entry of this formula, charge and spin) is 51.9 kJ/mol. As for the lowest unoccupied orbital energy: -0.25245 Eh. The spin multiplicity is 1.